*one*
55
Properties=species:S:1:pos:R:3 method="wB97M-V/def2-TZVPD" lumo_energy_ev=0.7 smiles="Cc1ccccc1OCCC(=O)OCC(=O)Nc1ccc(N2CCOCC2)cc1"
C 2.2840 0.4683 1.9009
C 2.1779 -0.2350 0.5841
C 1.7477 -1.5449 0.4891
C 1.6826 -2.1908 -0.7351
C 2.0565 -1.5196 -1.8810
C 2.4958 -0.2065 -1.8123
C 2.5525 0.4408 -0.5877
O 2.9587 1.7347 -0.4023
C 3.3386 2.5269 -1.5015
C 3.2678 3.9896 -1.0399
C 1.8135 4.2883 -0.7607
O 1.3113 4.3821 0.3306
O 1.1357 4.3729 -1.9051
C -0.2889 4.4414 -1.8452
C -0.8653 3.0132 -1.7431
O -1.3858 2.4739 -2.6946
N -0.6877 2.4772 -0.5180
C -0.9864 1.1717 -0.0959
C -0.9953 0.9129 1.2714
C -1.2566 -0.3519 1.7459
C -1.5271 -1.4147 0.8745
N -1.7075 -2.6926 1.3881
C -2.5712 -2.8960 2.5358
C -4.0079 -3.1774 2.0702
O -4.0629 -4.2957 1.2132
C -3.2398 -4.1085 0.0810
C -1.7912 -3.8408 0.5089
C -1.5136 -1.1370 -0.4954
C -1.2458 0.1293 -0.9745
H 3.3290 0.5305 2.2052
H 1.9099 1.4856 1.8157
H 1.7266 -0.0636 2.6665
H 1.4571 -2.0685 1.3878
H 1.3506 -3.2167 -0.7879
H 2.0161 -2.0121 -2.8411
H 2.7973 0.2925 -2.7203
H 2.6589 2.3884 -2.3513
H 4.3612 2.2758 -1.8172
H 3.8458 4.1180 -0.1261
H 3.6395 4.6397 -1.8299
H -0.5997 5.0551 -0.9934
H -0.6084 4.8902 -2.7860
H -0.2731 3.0663 0.1970
H -0.7829 1.7118 1.9676
H -1.2249 -0.5212 2.8112
H -2.5681 -2.0236 3.1853
H -2.1982 -3.7603 3.0961
H -4.6534 -3.4134 2.9178
H -4.3975 -2.2868 1.5510
H -3.3146 -5.0271 -0.5033
H -3.6163 -3.2636 -0.5157
H -1.1431 -3.7020 -0.3544
H -1.4326 -4.7074 1.0768
H -1.7182 -1.9109 -1.2172
H -1.2506 0.3115 -2.0358



*two*
55
Properties=species:S:1:pos:R:3 method="wB97M-V/def2-TZVPD" lumo_energy_ev=0.6 smiles="COc1ccc(C(=O)N2CCC(C(=O)Nc3ccc(OC)c(OC)c3)CC2)cc1"
C -3.9233 -2.2633 0.4341
O -2.9186 -2.4808 -0.5341
C -1.6283 -2.2238 -0.1931
C -0.6576 -2.6213 -1.1145
C 0.6821 -2.4093 -0.8649
C 1.0872 -1.7727 0.3054
C 2.4980 -1.5153 0.7140
O 2.8637 -1.7747 1.8471
N 3.3546 -0.9632 -0.1887
C 3.0506 -0.5699 -1.5452
C 3.6500 0.8148 -1.8352
C 3.5705 1.6609 -0.5610
C 2.1547 1.7023 0.0441
O 1.9595 1.7014 1.2381
N 1.1670 1.7825 -0.8893
C -0.2142 1.6090 -0.7244
C -0.9767 1.3687 -1.8558
C -2.3423 1.1580 -1.7475
C -2.9619 1.1782 -0.5119
O -4.2944 0.9677 -0.2967
C -5.1075 0.6858 -1.4085
C -2.1854 1.4223 0.6424
O -2.8635 1.4023 1.8213
C -2.1460 1.6662 3.0045
C -0.8259 1.6463 0.5256
C 4.5465 1.0651 0.4669
C 4.6251 -0.4616 0.2932
C 0.1168 -1.4053 1.2315
C -1.2259 -1.6237 0.9955
H -3.7362 -2.8540 1.3361
H -4.0122 -1.2070 0.7011
H -4.8508 -2.5987 -0.0281
H -0.9810 -3.1143 -2.0182
H 1.4133 -2.7792 -1.5688
H 3.4676 -1.3073 -2.2466
H 1.9674 -0.5484 -1.6775
H 3.1422 1.2722 -2.6867
H 4.7014 0.7234 -2.1143
H 3.8492 2.6986 -0.7755
H 1.4484 1.8310 -1.8569
H -0.5122 1.3383 -2.8310
H -2.9102 0.9696 -2.6437
H -6.1097 0.5392 -1.0087
H -4.7837 -0.2259 -1.9215
H -5.1214 1.5189 -2.1191
H -1.7109 2.6700 2.9937
H -2.8757 1.5970 3.8099
H -1.3513 0.9321 3.1671
H -0.2136 1.8278 1.3901
H 4.1745 1.3006 1.4646
H 5.5397 1.4998 0.3532
H 5.4048 -0.7403 -0.4223
H 4.8318 -0.9464 1.2475
H 0.4408 -0.9440 2.1518
H -1.9497 -1.3283 1.7374



Which one is most stable, and which one is least stable? *one* is the most stable of them, while *two* is the least stable.



*one*
8
Properties=species:S:1:pos:R:3 method="wB97M-V/def2-TZVPD" charge=-1 lumo_energy_ev=5.1
O 0.7321 -1.5358 1.8737
H 0.4629 -1.3367 0.9583
O -0.8382 0.9490 -2.0432
H -0.1829 0.5717 -1.1499
H -1.7377 0.6445 -1.9365
O 0.2389 0.4944 0.0772
H 0.4964 -0.6611 2.2141
H -0.1418 1.3135 0.4086



*two*
8
Properties=species:S:1:pos:R:3 method="wB97M-V/def2-TZVPD" charge=-1 lumo_energy_ev=5.0
O 0.0080 -0.5280 -0.8520
H -0.4664 -1.2844 -1.2355
O -1.9135 1.2984 -0.1823
H -2.6283 0.6099 -0.2814
H -1.1171 0.6424 -0.2763
O 1.9998 -0.6155 1.1352
H 2.3324 -0.2972 0.3076
H 1.1252 -0.9093 0.6783



Which one is most stable, and which one is least stable? *two* is the most stable of them, while *one* is the least stable.



*one*
98
Properties=species:S:1:pos:R:3 method="wB97M-V/def2-TZVPD" lumo_energy_ev=0.2 smiles="CCOC(=O)C(F)(F)F.CCOC(=O)C(F)(F)F.CCOC(=O)C(F)(F)F.CCOC(=O)C(F)(F)F.CCOC(=O)C(F)(F)F.CCOC(=O)C(F)(F)F.CCOC(=O)C(F)(F)F"
C 7.7408 -0.5748 -2.2131
C 6.2666 -0.8601 -2.3473
O 5.5284 0.1583 -1.6404
C 4.2257 0.2823 -1.7786
O 3.4533 -0.4191 -2.3577
C 3.7137 1.5101 -0.9882
F 4.6521 2.0778 -0.2372
F 3.2354 2.3926 -1.8598
F 2.7320 1.1378 -0.1631
H 8.3369 -1.4647 -2.3884
H 7.9872 -0.1183 -1.2527
H 7.9818 0.2323 -2.9080
H 5.9784 -1.8747 -2.0765
H 5.9842 -0.7942 -3.4006
C 4.6720 -2.8559 5.8076
C 3.6514 -3.9847 5.5873
O 2.4141 -3.3685 5.2517
C 1.5275 -4.0659 4.5675
O 1.6513 -5.2345 4.3299
C 0.2610 -3.2770 4.2134
F 0.3698 -2.7696 2.9623
F -0.8128 -4.0510 4.2569
F 0.1082 -2.2203 5.0278
H 4.3988 -2.2892 6.6993
H 4.6957 -2.1588 4.9753
H 5.6185 -3.3623 5.9963
H 3.6121 -4.6494 6.4474
H 4.0248 -4.5455 4.7287
C 2.6597 -4.5895 -2.1027
C 4.0072 -3.9123 -2.3518
O 4.9138 -5.0279 -2.4181
C 6.0533 -4.9405 -3.1169
O 6.2916 -4.0294 -3.8503
C 6.8499 -6.2538 -3.1082
F 6.8183 -6.8336 -4.3035
F 8.1212 -5.9743 -2.7612
F 6.3675 -7.1189 -2.1961
H 2.4897 -5.4306 -2.7710
H 1.8209 -3.8961 -2.1609
H 2.6358 -4.9974 -1.0908
H 4.2636 -3.2123 -1.5577
H 4.0715 -3.3525 -3.2852
C 1.3943 6.4408 -3.3357
C 0.4138 6.4923 -2.1819
O 0.4475 5.2574 -1.4805
C -0.2771 5.1559 -0.3674
O -0.9218 6.0583 0.0692
C -0.3563 3.7319 0.1444
F -0.3570 3.6886 1.4535
F -1.4738 3.1980 -0.3400
F 0.6446 2.9961 -0.3303
H 2.4259 6.3473 -2.9996
H 1.2958 7.3313 -3.9536
H 1.1363 5.5760 -3.9498
H -0.5968 6.6266 -2.5729
H 0.6797 7.3385 -1.5458
C -4.2759 2.7044 -1.8420
C -3.5026 3.4273 -2.9445
O -2.3937 2.6097 -3.3096
C -1.5557 3.0821 -4.2146
O -1.6246 4.1539 -4.7346
C -0.3336 2.1614 -4.4290
F 0.6936 2.6600 -3.7561
F -0.6084 0.9206 -4.0346
F 0.0073 2.1101 -5.7073
H -5.2459 3.1896 -1.6821
H -3.8274 2.9121 -0.8742
H -4.5071 1.6710 -2.0804
H -3.0707 4.3498 -2.5497
H -4.1876 3.6681 -3.7570
C 0.3038 -1.2264 -0.9541
C -0.8658 -0.3019 -0.6496
O -1.5093 -0.8475 0.5202
C -2.5806 -0.2218 0.9767
O -3.0642 0.7405 0.4571
C -3.2565 -0.9645 2.1415
F -3.6956 -0.1466 3.0813
F -4.2703 -1.7109 1.6889
F -2.3791 -1.8154 2.7011
H -0.0579 -2.2306 -1.1595
H 1.0309 -1.2071 -0.1423
H 0.8516 -0.8436 -1.8170
H -1.5670 -0.3574 -1.4834
H -0.5965 0.7249 -0.4218
C -10.8969 1.7522 4.7313
C -10.3536 1.5525 3.3181
O -8.9678 1.2455 3.2996
C -8.5984 -0.0193 3.4552
O -9.3384 -0.9380 3.6167
C -7.0724 -0.1561 3.6506
F -6.6343 -1.2670 3.0760
F -6.3822 0.8883 3.2270
F -6.8961 -0.2769 4.9791
H -10.8471 0.7965 5.2586
H -11.9308 2.0831 4.6427
H -10.3577 2.4235 5.3996
H -10.5428 2.4304 2.7037
H -10.9210 0.7504 2.8432



*two*
98
Properties=species:S:1:pos:R:3 method="wB97M-V/def2-TZVPD" lumo_energy_ev=0.3 smiles="CCOC(=O)C(F)(F)F.CCOC(=O)C(F)(F)F.CCOC(=O)C(F)(F)F.CCOC(=O)C(F)(F)F.CCOC(=O)C(F)(F)F.CCOC(=O)C(F)(F)F.CCOC(=O)C(F)(F)F"
C -3.6220 -3.1481 1.2087
C -4.4366 -3.7168 0.0714
O -4.3486 -5.1472 0.1394
C -5.0575 -5.8847 -0.7651
O -5.6448 -5.3893 -1.6721
C -5.0507 -7.3974 -0.4770
F -4.3062 -7.7002 0.5728
F -6.3033 -7.8232 -0.2875
F -4.5212 -8.0050 -1.5397
H -3.5558 -2.0715 1.0713
H -2.6746 -3.6884 1.2455
H -4.0574 -3.4142 2.1736
H -4.0504 -3.3411 -0.8786
H -5.4620 -3.3428 0.0937
C 7.0477 -1.8488 1.6182
C 5.6084 -1.7172 1.0647
O 5.4924 -2.5149 -0.1177
C 5.8933 -1.9812 -1.2766
O 6.5585 -0.9989 -1.3851
C 5.4572 -2.8956 -2.4735
F 6.5834 -3.2253 -3.1291
F 4.8099 -3.9808 -2.1155
F 4.7034 -2.1809 -3.3292
H 7.2277 -2.8576 1.9886
H 7.2826 -1.1179 2.3917
H 7.7911 -1.6661 0.8423
H 5.4175 -0.6655 0.8457
H 4.8485 -1.9817 1.7927
C -3.3128 5.9357 -0.2744
C -3.2330 4.4208 -0.3555
O -3.6615 3.9013 0.8873
C -3.8280 2.6005 1.0270
O -3.6976 1.8021 0.1403
C -4.3098 2.1935 2.4352
F -5.6106 1.9044 2.4674
F -3.6551 1.1112 2.8569
F -4.0597 3.1922 3.2881
H -3.1379 6.4299 -1.2275
H -2.5176 6.3169 0.3761
H -4.1604 6.3372 0.2821
H -2.1901 4.1320 -0.5051
H -3.7710 4.0568 -1.2318
C 1.5975 8.1800 -5.2551
C 2.0095 6.7859 -5.7006
O 0.9824 5.8545 -5.3361
C 0.9188 5.4777 -4.0527
O 1.6310 5.9139 -3.1960
C -0.1560 4.3864 -3.7601
F -1.2109 4.8957 -3.1427
F -0.4957 3.8169 -4.9104
F 0.3847 3.4171 -3.0058
H 1.5340 8.2603 -4.1713
H 0.6261 8.4758 -5.6487
H 2.3659 8.8625 -5.6223
H 2.9271 6.3794 -5.2740
H 2.0970 6.7799 -6.7859
C 2.7952 0.4749 -4.0983
C 1.8430 -0.3623 -4.8957
O 0.5121 0.1126 -4.5958
C -0.4978 -0.1600 -5.3769
O -0.5214 -0.8073 -6.3833
C -1.8022 0.5007 -4.8288
F -2.7547 -0.4146 -4.5981
F -1.6224 1.1940 -3.7044
F -2.2963 1.3115 -5.7600
H 3.7942 0.0428 -4.1768
H 2.5590 0.3657 -3.0353
H 2.8099 1.5394 -4.3200
H 1.9437 -1.4202 -4.6673
H 2.0504 -0.1024 -5.9350
C -0.4158 -1.9693 10.1723
C 0.7336 -2.6624 9.4226
O 0.6351 -2.3827 8.0142
C -0.2176 -3.0465 7.2272
O -1.1518 -3.6392 7.6894
C 0.0939 -3.0392 5.7374
F -0.9570 -2.5251 5.0880
F 1.1171 -2.2446 5.4654
F 0.3772 -4.2896 5.3751
H -0.1271 -1.9548 11.2244
H -1.3255 -2.5313 9.9779
H -0.5438 -0.9293 9.8760
H 0.6866 -3.7373 9.5939
H 1.6767 -2.2887 9.8134
C -0.3237 1.4129 -0.5268
C -0.5456 0.2985 0.4804
O 0.5272 -0.6537 0.5350
C 0.5403 -1.4793 1.5723
O -0.3352 -1.5620 2.3841
C 1.7499 -2.4279 1.5170
F 2.7000 -1.9582 0.7152
F 2.2227 -2.8092 2.6968
F 1.3153 -3.5768 0.9298
H -0.0925 1.1202 -1.5506
H 0.5393 2.0310 -0.2694
H -1.2336 2.0082 -0.4894
H -1.4439 -0.2785 0.2538
H -0.7107 0.7215 1.4723



*three*
98
Properties=species:S:1:pos:R:3 method="wB97M-V/def2-TZVPD" lumo_energy_ev=0.3 smiles="CCOC(=O)C(F)(F)F.CCOC(=O)C(F)(F)F.CCOC(=O)C(F)(F)F.CCOC(=O)C(F)(F)F.CCOC(=O)C(F)(F)F.CCOC(=O)C(F)(F)F.CCOC(=O)C(F)(F)F"
C 1.2564 -20.7746 0.4546
C 0.4447 -22.0349 0.6304
O 0.8812 -22.6944 1.8324
C 0.6080 -23.9857 1.9159
O -0.0648 -24.6197 1.1639
C 1.2718 -24.6388 3.1528
F 1.8298 -23.7436 3.9671
F 0.3328 -25.2885 3.8587
F 2.1936 -25.5171 2.7741
H 2.3201 -21.0116 0.3757
H 1.1960 -20.1437 1.3443
H 0.9300 -20.2060 -0.4117
H 0.5473 -22.7226 -0.2060
H -0.6085 -21.7678 0.7402
C -0.8470 -15.2330 -5.9315
C 0.3118 -15.9541 -5.2963
O 0.1260 -16.0099 -3.8702
C 1.1604 -16.3792 -3.1628
O 2.2229 -16.7475 -3.5759
C 0.9279 -16.2959 -1.6367
F -0.2936 -15.8529 -1.3241
F 1.1037 -17.5088 -1.0876
F 1.8330 -15.4619 -1.1072
H -1.2556 -14.3947 -5.3766
H -1.6702 -15.9320 -6.1109
H -0.6164 -14.8415 -6.9225
H 1.2514 -15.4552 -5.5460
H 0.4120 -16.9701 -5.6818
C 4.4868 -18.7026 -7.1947
C 4.3474 -17.5251 -6.2210
O 4.5662 -16.2855 -6.9058
C 3.5938 -15.8234 -7.6597
O 2.5207 -16.3048 -7.8594
C 3.9526 -14.4418 -8.2654
F 4.9957 -13.8612 -7.6596
F 4.2348 -14.5666 -9.5676
F 2.8946 -13.6300 -8.1369
H 3.6039 -18.7353 -7.8319
H 4.5615 -19.6380 -6.6461
H 5.3575 -18.5176 -7.8224
H 5.1208 -17.5830 -5.4603
H 3.3719 -17.5518 -5.7380
C 2.9317 -13.9700 -12.7112
C 1.4830 -13.5308 -12.8975
O 0.7550 -13.6628 -11.6830
C -0.1434 -14.6237 -11.6076
O -0.3838 -15.4534 -12.4313
C -0.8996 -14.5594 -10.2603
F -0.5734 -15.6208 -9.5142
F -0.6127 -13.4629 -9.5534
F -2.2124 -14.5674 -10.4860
H 3.0542 -15.0475 -12.6259
H 3.3704 -13.3311 -11.9494
H 3.4543 -13.7560 -13.6525
H 0.9977 -14.0961 -13.6914
H 1.4953 -12.4786 -13.1747
C 3.4955 -20.6937 -2.4480
C 4.1470 -19.3749 -2.0514
O 4.0867 -19.1352 -0.6440
C 4.1462 -17.8745 -0.2512
O 4.4333 -16.9453 -0.9405
C 3.8116 -17.7383 1.2455
F 3.9927 -18.8916 1.9002
F 4.5825 -16.8166 1.8020
F 2.5360 -17.3602 1.4023
H 3.7665 -20.8597 -3.4893
H 2.4126 -20.6326 -2.4152
H 3.9489 -21.4277 -1.7805
H 3.6366 -18.5345 -2.5426
H 5.1589 -19.2537 -2.4473
C -2.8698 -19.7398 -11.5512
C -4.2490 -19.5708 -10.9510
O -4.1321 -19.4625 -9.5053
C -4.0285 -18.2373 -9.0300
O -4.0943 -17.2153 -9.6413
C -3.7812 -18.2609 -7.4993
F -2.4616 -18.3446 -7.2730
F -4.2471 -17.1560 -6.9297
F -4.3654 -19.3130 -6.9117
H -2.2500 -18.8720 -11.3356
H -2.9512 -19.8639 -12.6324
H -2.3817 -20.6399 -11.1739
H -4.8990 -20.4314 -11.0694
H -4.6861 -18.6749 -11.3831
C 4.6962 -14.6418 -3.5210
C 4.6444 -13.2454 -4.0893
O 3.3495 -13.0085 -4.6666
C 2.4815 -12.2863 -4.0083
O 2.6605 -11.6794 -2.9947
C 1.0930 -12.3014 -4.6845
F 0.5591 -11.0866 -4.6813
F 1.1509 -12.7412 -5.9463
F 0.2973 -13.1374 -4.0020
H 4.4046 -15.4155 -4.2310
H 4.0071 -14.7691 -2.6765
H 5.6742 -14.8557 -3.0873
H 5.3439 -13.1502 -4.9180
H 4.8708 -12.5069 -3.3231



Which one is most stable, and which one is least stable? *three* is the most stable of them, while *two* is the least stable.